Computed, not measured: C29H70Ca2CuN4O9 as an isolated structure, with the ωB97M-V functional and the def2-TZVPD basis.

Each line ends with the Mulliken charge.
CARTESIAN COORDINATES (ANGSTROEM)
Cu1 -24.262 -3.671 19.971  -0.1652
Ca1 -24.104 -7.048 21.290  1.4118
Ca2 -24.568 -3.676 23.617  1.3020
C1 -22.132 -4.831 25.909  -0.6938
O1 -23.405 -4.686 25.323  -0.8112
H1 -21.365 -4.576 25.163  0.1091
H2 -21.965 -4.274 26.834  0.2896
H3 -21.997 -5.897 26.127  0.3199
C2 -21.727 -4.768 21.848  -0.4704
O2 -23.136 -4.758 21.587  0.3515
H4 -21.264 -3.784 21.871  -0.1312
H5 -21.553 -5.335 22.770  0.4273
H6 -21.236 -5.381 21.078  0.1772
C3 -17.631 -6.069 20.371  -1.1443
C4 -17.166 -4.642 20.007  1.9116
C5 -15.667 -4.557 20.426  -1.2100
C6 -14.736 -5.472 19.640  -0.7124
C7 -14.754 -5.072 18.185  -1.1120
C8 -16.162 -5.040 17.562  1.1335
N1 -17.127 -4.496 18.547  0.0518
O3 -18.436 -4.376 17.996  -0.3020
C9 -16.231 -4.155 16.313  -1.7961
C10 -16.535 -6.543 17.221  -1.4832
C11 -17.917 -3.477 20.648  -1.4753
H7 -17.639 -6.213 21.455  0.4288
H8 -17.094 -6.864 19.869  0.3861
H9 -18.697 -6.181 20.111  -0.3108
H10 -15.314 -3.531 20.503  0.4155
H11 -15.616 -5.000 21.429  0.4985
H12 -14.891 -6.543 19.806  0.3239
H13 -13.738 -5.444 20.090  0.4055
H14 -14.174 -5.816 17.629  0.4384
H15 -14.314 -4.103 17.944  0.3771
H16 -17.269 -4.013 16.019  0.3413
H17 -15.998 -3.131 16.635  0.4589
H18 -15.503 -4.358 15.533  0.4007
H19 -15.946 -7.203 17.853  0.4347
H20 -17.599 -6.752 17.154  0.1482
H21 -16.057 -6.636 16.242  0.5236
H22 -17.921 -2.638 19.955  0.3935
H23 -17.363 -3.159 21.532  0.5041
H24 -18.940 -3.724 20.940  -0.2379
H25 -18.666 -5.314 17.874  0.2399
C12 -21.653 -7.483 18.587  -0.7191
O4 -22.587 -7.999 19.552  -0.2565
C13 -23.094 -9.301 19.162  -0.6417
C14 -24.187 -9.880 20.103  -0.9201
N2 -25.314 -8.932 20.343  -0.2518
C15 -26.394 -9.516 21.198  -0.4878
C16 -27.358 -10.415 20.377  -0.7080
O5 -28.394 -10.764 21.243  -0.3371
C17 -29.672 -10.223 20.969  -0.6762
H26 -22.139 -6.633 18.105  0.2788
H27 -21.373 -8.230 17.847  0.4717
H28 -20.719 -7.149 19.042  0.0473
H29 -22.261 -10.006 19.110  0.4871
H30 -23.475 -9.328 18.135  0.5188
H31 -23.586 -10.148 20.981  0.4282
H32 -24.464 -10.848 19.683  0.4019
H33 -25.659 -8.639 19.430  0.2329
H34 -26.953 -8.655 21.569  0.2696
H35 -25.901 -10.125 21.951  0.3485
H36 -26.848 -11.334 20.083  0.3254
H37 -27.706 -9.888 19.481  0.4683
H38 -29.705 -9.128 20.903  0.2715
H39 -30.370 -10.483 21.760  0.2685
H40 -30.023 -10.658 20.029  0.3153
C18 -28.360 -1.687 15.221  -0.6310
O6 -27.439 -2.492 15.986  -0.3935
C19 -27.294 -2.111 17.328  -0.4691
C20 -25.991 -1.299 17.479  -0.6474
N3 -25.297 -1.528 18.730  -0.0040
C21 -24.026 -0.766 18.838  -0.6953
C22 -22.913 -1.450 18.064  -0.4750
O7 -22.903 -2.777 18.541  0.1425
C23 -21.836 -3.621 18.234  -0.3269
H41 -28.403 -2.032 14.192  0.2386
H42 -27.934 -0.685 15.278  0.3051
H43 -29.372 -1.826 15.606  0.2819
H44 -27.279 -3.018 17.935  0.1774
H45 -28.131 -1.466 17.612  0.3973
H46 -26.142 -0.245 17.222  0.3260
H47 -25.377 -1.694 16.663  0.3078
H48 -25.867 -1.500 19.560  0.2501
H49 -23.787 -0.863 19.902  0.1542
H50 -24.190 0.265 18.530  0.4383
H51 -21.989 -0.931 18.330  0.4353
H52 -23.026 -1.465 16.980  0.3754
H53 -21.917 -4.054 17.227  0.3741
H54 -21.758 -4.491 18.897  -0.5303
H55 -20.820 -3.211 18.274  0.5020
C24 -27.177 -2.939 25.982  -0.8741
O8 -26.271 -2.498 24.976  -0.3225
C25 -25.622 -1.291 25.478  -0.7208
C26 -24.430 -0.735 24.671  -0.6910
N4 -23.325 -1.668 24.468  0.2270
C27 -22.230 -1.291 23.518  0.2874
C28 -21.323 -0.231 24.145  -0.8934
O9 -20.998 -0.607 25.448  -0.4541
C29 -19.778 -1.304 25.661  -0.5426
H56 -27.866 -2.184 26.368  0.3462
H57 -26.634 -3.414 26.802  0.3385
H58 -27.834 -3.683 25.523  0.2915
H59 -25.283 -1.334 26.517  0.4789
H60 -26.444 -0.571 25.458  0.5100
H61 -24.168 0.195 25.177  0.3853
H62 -24.834 -0.523 23.668  0.2783
H63 -22.712 -1.477 25.278  0.2140
H64 -22.501 -0.950 22.510  -0.1919
H65 -21.695 -2.221 23.307  -0.0579
H66 -21.872 0.713 24.214  0.3707
H67 -20.481 0.067 23.514  0.4919
H68 -19.448 -1.684 24.682  0.1482
H69 -19.872 -2.198 26.273  0.2599
H70 -18.972 -0.653 25.996  0.3039

- HOMO-LUMO gap: 0.1157 hartree
- Total charge: +3
- Energy: -5037.761104 hartree
- LUMO energy: -0.37143 Eh